(1)
The following is a DFT calculation (wB97M-V/def2-TZVPD) of 3 unconnected molecules or ions with the total composition C36H46F9IN4O10S2.

Structure (XYZ):
```
108
Properties=species:S:1:pos:R:3:forces:R:3:lowdin_charge:R:1
C -2.54182 1.81326 -2.20793 0.4 0.7 -1.3 -0.079
C -1.42782 -0.62918 -4.84545 -0.2 -0.2 -1.0 -0.435
C 1.42498 1.31883 2.57031 0.4 -0.1 -0.1 -0.230
H 6.15911 2.83437 -5.99954 0.0 0.0 0.0 0.121
C 6.50229 5.90250 6.07533 0.0 0.0 0.0 -0.391
H 1.80966 1.69139 4.90534 0.0 0.1 0.4 0.033
F -2.13008 0.09761 -5.72382 -0.1 0.1 0.5 0.141
C 2.70621 0.89752 3.28832 -0.1 0.2 0.2 -0.281
H 0.57805 1.35108 3.24718 -0.1 -0.4 0.2 0.036
H -2.83223 -0.21799 0.98850 0.1 0.5 -0.2 0.078
C -1.16400 -2.78482 -0.08346 0.1 -1.4 0.8 -0.417
H 1.88835 -4.13111 -1.82986 0.4 0.1 -0.2 0.095
N -0.16282 -1.86837 -0.46508 -0.7 0.1 -0.6 0.097
C -2.98692 2.17873 -3.59697 0.1 -1.8 -0.4 -0.381
H -2.23636 2.39504 -4.33041 0.4 0.5 -0.3 0.127
H 1.63188 -1.45902 2.82706 0.0 0.2 -0.1 0.052
S -1.07163 1.89136 0.83934 -0.4 -0.1 -0.4 0.930
N -1.06424 -0.58369 2.01340 -0.2 -0.7 -0.9 -0.134
F -3.85320 -4.82748 -5.58554 -0.1 0.4 0.4 0.172
S -0.43997 0.44433 -3.66846 2.7 0.0 0.2 0.820
H -6.22752 -2.88949 5.78339 -0.1 -0.1 0.0 0.058
C -1.25177 0.98786 -2.13417 -1.4 0.3 1.4 -0.360
I -0.45191 -0.80995 4.98049 0.0 0.1 0.4 0.844
H 3.02156 0.66783 5.29227 -0.1 0.0 0.2 0.063
H -4.64464 -3.29937 5.66458 0.0 -0.2 0.3 0.059
F -1.54165 -2.26319 -3.20227 -0.1 0.0 0.1 0.133
C 5.25538 1.36466 -7.22774 0.0 0.0 0.0 0.018
H -5.46234 -2.84762 3.51295 0.2 0.0 -0.4 0.105
C -3.80735 -1.51744 3.97459 0.4 -0.4 -0.5 -0.245
H -4.76637 0.99617 -3.28893 -0.2 -0.9 -0.4 0.108
C -2.51890 -0.38749 2.00678 -0.4 -1.1 0.3 -0.199
O 4.00393 -0.20306 -8.45831 0.0 0.0 0.0 0.103
C 6.08090 4.88584 5.08005 -0.1 0.0 0.0 0.018
H 2.85338 -0.17997 3.26211 -0.1 -0.1 0.0 0.088
H -2.80892 -2.99317 -1.41857 0.1 -0.1 -0.2 0.071
C 5.26102 2.30004 -6.28246 0.0 0.0 0.0 0.019
C 2.77246 1.95035 -5.92122 0.0 0.0 0.0 0.025
H -3.00403 -2.53069 2.23125 0.1 -0.1 0.0 0.092
H 5.85849 7.00804 7.85427 0.0 0.0 0.0 0.120
C 4.32676 5.70201 7.19536 0.0 0.0 0.0 0.019
C 4.00751 0.64802 -7.59515 0.0 0.0 0.0 -0.388
O 2.81489 4.16613 6.24174 -0.2 0.1 0.2 0.101
C -2.61858 -2.62137 -0.42007 -0.1 0.6 0.1 0.030
C -2.54999 -2.93273 -5.19204 -0.8 -0.2 0.2 -0.347
O -0.82396 -3.80961 0.49388 0.0 0.7 -0.6 0.099
O -4.14017 2.89391 -3.62862 -0.7 0.8 0.3 -0.025
F -3.42514 -1.29548 -3.70218 -0.1 0.3 -0.1 0.170
H 1.87054 0.48021 -7.14856 0.0 0.0 0.0 0.119
C 1.09164 -3.37350 3.53612 -0.1 0.5 -0.5 -0.114
H 0.54700 -0.03649 -0.90844 0.2 0.0 -0.1 0.126
C -3.81680 -3.74767 -4.77625 0.1 -0.8 -0.9 -0.526
H 0.16878 -3.78260 3.93320 -0.1 -0.1 0.1 0.064
H 1.72131 -3.06379 4.35660 0.1 -0.2 0.4 0.051
F -0.46137 -1.25457 -5.55474 0.1 0.2 0.3 0.129
N 2.74951 1.41070 4.66770 0.2 0.0 -0.7 0.010
H -5.96892 -1.26974 4.08452 0.0 0.3 -0.2 0.111
C -2.27463 -1.75155 -4.21180 0.6 -0.3 0.1 -0.362
O -1.47254 -0.05924 -1.23540 0.1 -0.4 -0.2 -0.115
O 0.62458 -0.42416 -3.24603 -0.6 -0.8 0.4 -0.243
H -2.39143 2.79022 -1.76652 0.2 0.0 0.7 0.124
F -1.51961 -3.78845 -5.17952 0.0 0.3 -0.2 0.178
H -3.12237 -2.13899 4.54442 0.1 0.0 0.2 0.058
C 4.01962 2.66604 -5.55364 0.0 0.0 0.0 -0.380
C 5.53015 6.26536 7.13827 -0.1 0.0 0.0 0.017
C -0.53476 -1.57682 2.83607 0.9 0.3 0.1 -0.560
H 1.87810 2.22820 -5.38207 0.1 0.0 0.0 0.088
C -4.20572 1.47600 -4.07150 -0.6 2.5 0.6 -0.031
F -2.78260 -2.47861 -6.43676 0.2 0.0 0.2 0.176
C 0.99099 -3.54485 -1.94503 -0.9 -0.3 0.6 0.032
H 6.14838 1.08193 -7.77042 0.0 0.0 0.0 0.120
C -0.33850 -0.44402 -0.44081 0.2 0.3 -0.1 -0.270
C -0.33240 0.15933 1.00243 0.4 1.0 0.8 -0.514
H -4.33464 -1.46894 1.94633 -0.1 0.1 -0.3 0.113
H -1.16374 -2.44018 2.97547 -0.7 0.2 0.0 0.065
H 1.00261 -2.50973 1.59607 -0.4 0.2 -0.3 0.088
F -3.72853 -4.18215 -3.51703 -0.2 0.4 -0.2 0.187
C -3.39837 -1.55657 2.49527 -0.3 0.5 0.3 -0.189
H 4.54443 3.57528 4.42510 -0.1 0.0 0.1 0.105
H 1.43666 1.14701 0.48038 0.1 0.0 -0.3 0.104
O 7.59757 6.41884 6.02510 0.0 0.0 0.0 0.101
H -3.69708 -0.51448 4.36664 -0.1 0.2 0.2 0.093
C 0.84511 -2.16054 2.60741 0.4 -0.6 0.6 -0.297
O 4.02720 3.51693 -4.69087 0.0 0.0 0.0 0.108
C -5.20898 -2.03701 4.20154 -0.3 -0.6 0.9 -0.291
N -5.30120 -2.53481 5.59280 0.1 0.4 -0.4 -0.014
H -2.97511 -1.59946 -0.38241 0.1 0.1 -0.1 0.071
H 1.59129 -4.14326 2.96423 0.2 -0.3 0.0 0.074
H 6.80506 4.63462 4.31562 0.0 0.0 0.0 0.120
H -1.24534 2.19446 2.12959 0.2 -0.2 0.1 -0.087
F -4.93860 -3.05608 -4.97993 0.3 -0.1 0.4 0.188
C 3.90585 4.68558 6.19740 0.1 -0.1 -0.1 -0.388
C 2.76907 1.01498 -6.86681 0.0 0.0 0.0 0.027
H 3.52142 1.32821 2.70754 0.3 -0.1 0.0 0.106
C 1.16048 0.49751 1.30250 -0.2 0.2 0.0 -0.198
O 2.11397 -1.83189 -0.75723 -1.5 -0.1 -0.4 0.110
H 1.82242 -0.35465 1.21189 -0.1 -0.2 0.1 0.094
C 4.87706 4.32167 5.13586 0.1 0.0 -0.1 0.021
H -3.19902 -3.21196 0.27002 0.0 -0.3 0.1 0.086
H -4.57258 1.61028 -5.07193 0.2 -1.2 -0.5 0.119
O 0.05835 1.57030 -4.40233 -1.4 0.5 -0.4 -0.255
H -2.79840 0.46011 2.62461 0.1 0.4 0.0 0.102
C 1.04518 -2.36048 -1.02507 2.0 0.0 0.5 -0.422
H 0.82932 -3.21566 -2.96361 0.3 0.2 -0.2 0.082
H -0.49144 1.64405 -1.71022 0.6 0.1 -0.6 0.121
H -3.37717 1.31738 -1.73930 0.1 -0.3 0.5 0.131
H 0.15217 -4.18626 -1.69022 -0.1 -0.1 0.0 0.079
H 3.60338 5.95241 7.96093 0.0 0.0 0.0 0.120
H 1.60015 2.34691 2.27260 -0.3 0.3 -0.1 0.107
```
Positions in Å, forces in eV/Å.

Values from the calculation:
* DFT total energy: -4363.4587 a.u.
* gap between HOMO and LUMO: 7.4 eV
* M: 1056.8 g/mol
* total charge: 0


(2)
The following is a DFT calculation (wB97M-V/def2-TZVPD) of a molecular structure, C36H47As2F9N3OPS6Si3Tc.

Structure (XYZ):
```
109
Properties=species:S:1:pos:R:3:forces:R:3:lowdin_charge:R:1
H -2.74878 0.81845 2.99126 0.0 0.0 0.0 -0.010
H 3.68867 1.34420 -3.11190 0.0 0.0 0.0 0.129
H -0.73571 -1.12834 5.47224 0.0 0.0 0.0 0.049
C 2.41159 2.50107 4.77758 0.0 0.0 0.0 0.014
C -4.17983 -1.07796 0.56388 0.0 0.1 0.0 -0.216
H 2.39176 -2.50392 2.29068 0.0 0.0 0.0 0.011
H -2.89604 -1.52276 -3.44039 -0.1 0.0 0.1 0.019
C 4.34765 0.88733 0.31658 0.1 0.1 -0.1 -0.050
Tc 0.06879 0.04956 0.62197 0.2 0.4 -0.9 0.437
S -0.30204 -2.15889 -2.68804 0.1 0.0 0.0 0.633
C 0.65091 -4.52471 -0.15456 0.0 -0.4 -0.2 -0.212
H -3.07827 -2.30099 -4.96812 0.0 0.0 0.0 0.126
As -0.93585 -1.94221 1.61765 -0.3 -1.1 0.3 0.831
C -0.33334 3.49295 -3.92508 0.0 0.0 0.1 -0.094
H -2.64086 -5.05518 -1.24437 0.0 0.1 0.0 0.066
F 5.03345 -2.53168 -5.80217 0.0 0.0 0.0 0.169
C -3.31049 -0.05317 3.33126 0.0 0.0 0.1 -0.200
C -2.51342 -4.16225 -0.61794 0.0 -0.3 -0.1 -0.209
F 6.37144 2.20222 3.69995 0.0 0.0 0.0 0.143
H -1.24129 -3.37124 -5.92691 0.0 0.0 0.0 0.129
C 5.33380 -2.75361 -4.51728 0.0 0.0 0.0 -0.596
H 2.24741 -2.17448 -1.08946 -0.1 0.0 0.1 0.066
C -1.46788 -5.56715 1.88427 -0.1 -0.2 -0.1 -0.170
Si 0.26194 -2.45090 3.66978 0.0 0.0 0.1 0.341
C 1.10411 3.34874 -2.00435 0.0 0.0 0.0 -0.049
H 2.68545 -2.64439 4.02978 0.0 0.0 0.0 0.046
C 3.66502 -2.50153 -2.65406 0.0 0.0 0.1 0.021
C 5.09148 2.62648 1.79360 0.0 -0.1 0.0 -0.097
S -4.19786 0.93711 -3.28787 0.0 -0.2 -0.1 0.173
C 3.91769 3.32478 1.57595 -0.1 0.0 0.0 0.016
F -0.75248 5.56639 -4.95907 0.0 0.0 0.0 0.178
H -2.23608 -5.17881 2.54974 0.0 0.0 0.0 0.021
H -0.20003 -3.72657 5.63213 0.0 0.0 0.0 0.060
F -1.25474 3.77369 -6.07163 0.0 0.0 0.0 0.173
H -4.83625 -2.76196 3.48014 0.0 0.0 -0.1 0.062
H 4.19089 1.32125 5.14184 0.0 0.0 0.0 0.137
H -2.93973 -0.34200 4.31693 0.0 0.0 0.0 0.037
C 5.30895 1.40661 1.16423 0.0 0.0 0.0 0.021
F -2.45531 4.36758 -4.37017 -0.1 0.0 0.0 0.115
H 3.67785 -3.57532 -2.52623 0.0 0.0 0.0 0.133
H -4.35344 0.25842 3.45127 0.0 0.0 0.0 0.059
C 3.29281 1.44539 4.55141 0.0 -0.1 0.0 0.013
H 2.07024 -4.02190 3.14568 0.0 0.0 0.0 0.038
C 2.01262 -2.93322 3.21496 0.0 0.0 0.0 -0.204
H -3.42454 -4.05584 -0.02714 0.0 0.0 0.0 0.030
H -0.60482 -5.89048 2.45833 0.0 0.0 0.0 0.040
H -3.98284 -1.78582 -0.24209 0.0 0.0 0.0 0.019
H -3.25282 -3.49004 3.61817 0.0 0.0 0.0 0.004
C 3.02685 0.53889 3.55402 0.0 0.0 0.0 0.007
H 0.70168 -5.32055 -0.90820 0.1 0.0 0.0 0.063
C 0.41842 1.34901 -3.15958 0.0 0.0 0.0 -0.138
P 1.92092 0.78248 -0.98451 -0.4 0.5 0.4 1.087
S -2.21840 2.30618 -0.58668 0.1 0.0 0.1 0.104
C -1.19406 4.31590 -4.85491 0.1 0.0 0.0 -0.589
F 6.62005 -2.44487 -4.33135 0.0 0.0 0.0 0.176
N -2.54001 -2.16562 -4.12557 0.1 0.1 -0.1 0.119
H 6.23144 0.86429 1.33232 0.0 0.0 0.0 0.145
C -0.47695 -3.89759 4.58439 0.0 0.0 0.1 -0.191
H 0.98093 -0.78301 5.37001 0.0 0.0 0.0 0.050
Si -3.27147 -1.47548 2.13925 -0.1 0.1 0.0 0.318
F 7.28413 3.39511 2.13896 0.0 0.0 0.0 0.191
H 4.54375 -0.05467 -0.17748 0.0 0.0 0.0 0.115
H 0.44168 0.27059 -3.27650 0.0 0.0 0.0 0.038
N 1.91695 0.68756 2.80476 0.1 0.0 -0.1 -0.169
C 2.85812 -1.70918 -1.84898 0.1 0.0 0.1 -0.118
H 3.64458 -0.30806 3.29382 0.0 0.0 0.0 0.154
C 2.94553 2.79569 0.73662 0.0 0.0 0.1 -0.088
H -4.23879 -3.77653 2.17325 0.0 0.0 0.0 0.038
C -0.30472 2.10973 -4.05876 0.0 0.0 0.0 0.012
C 3.67519 0.26830 -2.98351 0.0 -0.1 -0.1 -0.042
H 0.57360 3.43343 4.13573 0.0 0.0 0.0 0.135
C 2.86058 -0.33565 -2.01776 -0.1 0.0 0.0 -0.389
C 0.08075 -0.94462 4.76895 -0.1 0.1 0.0 -0.195
C 1.28187 2.62791 3.99149 0.0 0.0 0.0 -0.027
C -1.24500 -2.49744 -4.06091 -0.1 -0.1 0.0 -0.876
O 1.66732 -0.23097 1.86318 0.1 -0.1 0.2 -0.378
H 2.01513 3.33469 0.64689 -0.1 0.0 -0.1 0.093
C 4.46852 -0.52549 -3.78777 0.0 0.0 0.0 0.035
H -3.98362 -0.06609 0.20470 0.0 0.0 0.0 -0.029
As -3.97491 2.47034 -2.02196 0.0 0.1 0.0 -0.096
H 1.35264 -4.77283 0.64274 0.0 0.0 0.0 0.043
H -0.83246 1.63201 -4.87400 0.0 0.0 0.0 0.135
H 0.93575 -3.60163 -0.64456 0.0 0.0 -0.1 -0.051
Si -1.07239 -4.45286 0.48225 0.1 1.0 0.2 0.529
F 5.72574 4.24701 3.38228 0.0 0.0 0.0 0.161
S -4.87206 4.16830 -1.52091 -0.1 0.2 0.0 0.241
H 1.66547 3.87519 -1.25414 0.1 0.0 0.1 0.096
C 6.13550 3.13993 2.75749 0.0 0.0 -0.1 -0.592
C 0.37878 4.11146 -2.91422 0.0 0.0 0.0 0.023
S -0.31727 1.75085 1.89644 0.1 0.1 0.1 0.742
C 3.15731 1.58565 0.07975 0.0 -0.1 0.0 -0.326
H -5.25128 -1.12284 0.78933 0.0 0.0 0.0 0.065
C 1.05181 1.69747 2.98810 0.0 0.1 0.0 -0.582
H -2.36304 -3.30799 -1.27162 0.0 0.1 0.0 -0.027
H -1.90362 -6.45322 1.39952 0.0 0.0 0.1 0.071
C 1.11222 1.96292 -2.10769 0.1 -0.1 -0.2 -0.379
H -0.02229 -4.84210 4.29131 0.0 0.0 0.0 0.030
N -0.71566 -3.14323 -5.09803 0.0 0.0 0.1 0.125
F 5.17288 -4.05817 -4.26926 0.0 0.0 0.0 0.156
C 4.45502 -1.90843 -3.62134 0.0 0.0 0.0 -0.077
H 3.75122 4.27497 2.06656 0.0 0.0 0.0 0.138
H 0.24202 -3.44063 -5.04139 0.0 0.0 0.0 0.105
H 5.09906 -0.07436 -4.54396 0.0 0.0 0.0 0.144
H 0.38338 5.19060 -2.83450 0.0 0.0 0.0 0.140
H -0.16032 -0.02132 4.24252 0.0 -0.1 0.1 -0.007
S -1.54465 0.40855 -0.80902 0.2 0.0 0.1 0.116
C -3.94017 -3.02978 2.91092 0.0 -0.1 0.1 -0.187
H -1.55842 -4.01172 4.57331 0.0 0.1 0.0 0.017
H 2.61178 3.21936 5.56225 0.0 0.0 0.0 0.141
```
Positions in Å, forces in eV/Å.

Values from the calculation:
* DFT total energy: -10688.9187 a.u.
* gap between HOMO and LUMO (alpha / beta): 5.5 / 5.5 eV
* energy above the lowest of the compared OMol25 structures with the same formula, charge and spin: 42.3 kcal/mol
* M: 1264.3 g/mol
* total charge: +3